Record 1
A structure of composition C14H17FN2OPdSSi in a non-equilibrium geometry, computed with ωB97M-V with the def2-TZVPD basis set.

Each line ends with the natural charge from an NBO analysis.
CARTESIAN COORDINATES (ANGSTROEM)
Pd 0.8983 -0.3130 -0.3694  0.813
C -3.3633 0.1891 -2.3530  -1.141
Si -1.6797 -0.3999 -1.8177  1.738
C -1.8835 -1.9475 -0.7974  -1.133
C -0.5491 -0.6672 -3.2798  -1.128
N -0.6979 0.7469 -0.7853  -0.752
C -0.9783 1.9679 -0.2817  0.055
C -2.2769 2.5406 -0.3150  -0.166
C -2.5255 3.7767 0.2208  -0.216
C -1.4926 4.5144 0.8091  -0.102
C -0.2015 4.0116 0.8463  -0.308
C 0.0397 2.7720 0.3073  0.500
F 1.2961 2.3231 0.2942  -0.311
H -3.7815 -0.6110 -2.9698  0.265
H -3.3449 1.0946 -2.9607  0.255
H -4.0485 0.3346 -1.5175  0.248
H -2.5019 -2.6535 -1.3588  0.256
H -2.3872 -1.7453 0.1495  0.256
H -0.9385 -2.4438 -0.5745  0.250
H -0.9746 -1.4320 -3.9332  0.267
H 0.4458 -1.0250 -2.9875  0.233
H -0.4164 0.2432 -3.8660  0.257
H -3.0802 1.9738 -0.7568  0.233
H -3.5265 4.1830 0.1917  0.239
H -1.6971 5.4885 1.2313  0.237
H 0.6203 4.5688 1.2735  0.252
O 2.5481 -1.4382 -0.2379  -0.575
N 2.9289 -1.8385 0.9925  0.012
C 4.1231 -2.4570 1.0870  0.041
C 4.5252 -2.9858 2.2818  -0.238
C 3.6783 -2.8797 3.3890  -0.135
C 2.4819 -2.2078 3.2671  -0.228
C 2.1225 -1.6491 2.0433  0.035
S 0.7087 -0.6560 1.8318  -0.005
H 4.6801 -2.4939 0.1633  0.251
H 5.4833 -3.4785 2.3451  0.251
H 3.9582 -3.3205 4.3352  0.244
H 1.8072 -2.0857 4.1024  0.249

Multiplicity ... 2
Maximum force ... 0.03158 hartree/bohr
Gap between HOMO and LUMO (alpha / beta) ... 7.261 / 6.165 eV
E_LUMO (alpha / beta) ... -4.353 / -5.478 eV
Total charge ... +1

---

Record 2
A cluster of 10 separate species, C42H112N12O14 in total in a non-equilibrium geometry, computed with ωB97M-V with the def2-TZVPD basis set.

Each line ends with the Löwdin charge.
CARTESIAN COORDINATES (ANGSTROEM)
C 5.1629 -5.8577 2.9350  -0.126
O 4.5245 -6.8953 3.6054  -0.168
C 4.1462 -6.5909 4.9197  -0.238
C 3.7584 -7.8677 5.6295  -0.424
C 3.0393 -7.5173 6.9306  -0.079
N 5.0183 -8.5403 6.0265  0.030
H 6.0961 -5.5319 3.4261  0.094
H 4.6086 -4.9077 3.0436  0.076
H 5.3293 -6.0811 1.8884  0.083
H 4.8902 -6.0017 5.4678  0.134
H 3.2641 -5.9210 4.9272  0.118
H 3.1123 -8.5349 5.0569  0.139
H 2.7232 -8.4423 7.4145  0.075
H 2.1336 -6.9429 6.6978  0.074
H 3.5682 -6.8685 7.6275  0.082
H 4.7783 -9.3755 6.5540  0.066
H 5.5191 -8.8895 5.2146  0.070
C 4.7921 3.6465 -0.5136  -0.113
O 6.0831 3.5842 -1.1201  -0.204
C 6.7276 4.8246 -1.3362  -0.225
C 8.2274 4.5723 -1.3966  -0.435
C 9.0191 5.8657 -1.2783  -0.070
N 8.5527 3.8638 -2.6584  0.032
H 5.0049 3.8749 0.5337  0.083
H 4.4107 2.6478 -0.6894  0.058
H 4.0661 4.3554 -0.9278  0.087
H 6.3855 5.3417 -2.2421  0.131
H 6.4675 5.4522 -0.4661  0.120
H 8.5502 3.9186 -0.5855  0.137
H 8.5718 6.5248 -0.5322  0.072
H 9.0765 6.4232 -2.2158  0.076
H 10.0415 5.6572 -0.9645  0.075
H 8.1170 4.4282 -3.3896  0.066
H 7.9754 3.0255 -2.6972  0.063
C -0.7136 -4.9806 -5.9932  -0.107
O -1.0334 -3.8330 -5.2420  -0.188
C -1.8035 -4.1277 -4.1166  -0.244
C -2.2056 -2.8275 -3.4179  -0.416
C -3.0716 -3.2009 -2.2028  -0.064
N -3.0864 -2.0425 -4.2686  0.051
H 0.1837 -4.8141 -6.5884  0.086
H -1.5124 -5.2672 -6.6858  0.088
H -0.5036 -5.8067 -5.3053  0.087
H -2.7148 -4.6606 -4.4157  0.128
H -1.2831 -4.7365 -3.3582  0.130
H -1.3231 -2.3008 -3.0562  0.117
H -3.5686 -2.3065 -1.8231  0.066
H -2.4891 -3.4999 -1.3252  0.058
H -3.7834 -3.9886 -2.4445  0.082
H -2.6320 -1.6698 -5.0912  0.076
H -3.9680 -2.4369 -4.5558  0.083
C 6.7712 -3.0764 0.5870  -0.077
O 5.7051 -2.3199 1.1540  -0.190
C 5.8960 -0.9541 1.0231  -0.248
C 4.6134 -0.2490 1.4485  -0.417
C 3.4198 -0.6539 0.5951  -0.031
N 4.8372 1.1902 1.4603  0.043
H 7.6245 -2.9376 1.2645  0.092
H 7.0168 -2.7574 -0.4244  0.092
H 6.5021 -4.1260 0.6770  0.074
H 6.6974 -0.5435 1.6634  0.126
H 6.1782 -0.5927 0.0225  0.136
H 4.4241 -0.6082 2.4724  0.133
H 3.6504 -1.0359 -0.4035  0.076
H 2.6879 0.1400 0.4256  0.068
H 2.9009 -1.4438 1.1348  0.047
H 4.2638 1.7418 2.0892  0.084
H 5.7592 1.3809 1.8506  0.075
C -9.1072 1.9846 -1.2401  -0.129
O -8.2160 2.3658 -0.2091  -0.208
C -7.2547 1.3622 0.1980  -0.184
C -6.5100 0.7867 -1.0126  -0.245
N -5.4955 1.6222 -1.6367  -0.034
C -5.0052 0.9330 -2.8038  -0.213
C -3.8684 1.5784 -3.5541  -0.219
O -4.2711 2.1467 -4.7914  -0.188
C -3.4320 3.1720 -5.2708  -0.111
H -9.5267 0.9917 -1.0519  0.092
H -8.6404 2.0360 -2.2281  0.080
H -9.9176 2.7138 -1.2144  0.085
H -7.6728 0.5372 0.7771  0.114
H -6.6837 2.0084 0.8685  0.112
H -7.2773 0.4008 -1.6983  0.107
H -6.0075 -0.1079 -0.6284  0.099
H -5.9503 2.5090 -1.8377  0.124
H -5.8170 0.6323 -3.4851  0.127
H -4.5999 -0.0372 -2.4900  0.102
H -3.0160 0.9103 -3.7194  0.105
H -3.4714 2.3896 -2.9235  0.097
H -3.3749 3.0550 -6.3511  0.086
H -2.4300 3.0839 -4.8318  0.069
H -3.7903 4.1695 -4.9954  0.087
C 2.8026 -4.2321 -0.9820  -0.098
O 2.9357 -3.6756 -2.2718  -0.169
C 1.9573 -2.7019 -2.5490  -0.239
C 1.9733 -2.3660 -4.0225  -0.187
N 3.0613 -1.4921 -4.4615  -0.044
C 3.0231 -0.1265 -3.9520  -0.221
C 2.0263 0.7221 -4.6845  -0.245
O 2.1248 2.0342 -4.1903  -0.201
C 1.2562 2.9005 -4.8724  -0.116
H 3.4584 -3.7112 -0.2689  0.076
H 3.1888 -5.2535 -1.0048  0.088
H 1.7745 -4.2112 -0.6180  0.069
H 2.1526 -1.8196 -1.9208  0.090
H 0.9452 -2.9814 -2.2200  0.107
H 1.0083 -1.9354 -4.3028  0.103
H 2.0334 -3.2716 -4.6304  0.120
H 3.9429 -1.8752 -4.1406  0.107
H 4.0138 0.2886 -4.1689  0.129
H 2.9703 -0.0021 -2.8599  0.092
H 0.9932 0.3522 -4.6010  0.118
H 2.2580 0.6648 -5.7565  0.130
H 1.3894 3.9161 -4.5072  0.089
H 0.2016 2.6667 -4.6460  0.075
H 1.3649 2.7864 -5.9548  0.090
C -2.3699 3.2378 -0.1941  -0.104
O -3.6149 3.5318 0.3556  -0.198
C -3.7043 4.6942 1.0998  -0.244
C -5.1626 4.9210 1.5195  -0.205
N -5.5063 6.3258 1.6937  -0.066
C -6.7796 6.5181 2.4091  -0.183
C -6.6333 7.3651 3.6687  -0.238
O -6.8083 6.5579 4.8082  -0.194
C -6.8916 7.2792 6.0065  -0.126
H -1.7473 4.1394 -0.2131  0.092
H -2.4502 2.8264 -1.1979  0.066
H -1.8295 2.5101 0.4183  0.072
H -3.2764 5.5736 0.6022  0.120
H -3.1765 4.5976 2.0628  0.127
H -5.3369 4.3687 2.4390  0.121
H -5.7546 4.4741 0.7025  0.118
H -5.5243 6.7712 0.7883  0.105
H -7.1845 5.5458 2.6903  0.116
H -7.4999 6.9887 1.7365  0.114
H -7.3406 8.2083 3.6058  0.116
H -5.6475 7.8445 3.7286  0.119
H -6.9236 6.5715 6.8332  0.085
H -7.8579 7.8018 6.0814  0.087
H -6.0809 8.0079 6.0917  0.087
C 1.9732 -2.8084 3.2885  -0.091
O 0.9917 -2.1354 2.5164  -0.272
C 0.0863 -3.0245 1.8472  -0.173
C -0.8221 -2.1609 1.0144  -0.188
N -0.0630 -1.3053 0.1197  -0.020
C -0.8948 -0.3670 -0.6220  -0.180
C -0.0449 0.5775 -1.4321  -0.200
O 0.3717 1.6652 -0.6164  -0.187
C 1.5118 2.3218 -1.1121  -0.113
H 2.2385 -2.1309 4.1049  0.098
H 2.9030 -2.9550 2.7304  0.079
H 1.5553 -3.7294 3.7021  0.096
H -0.4727 -3.5816 2.6082  0.128
H 0.7119 -3.7057 1.2592  0.114
H -1.3850 -1.5009 1.6957  0.097
H -1.5050 -2.8612 0.5279  0.112
H 0.6073 -0.7759 0.6655  0.093
H -1.5144 0.2497 0.0527  0.108
H -1.6051 -0.9145 -1.2454  0.103
H -0.6747 0.9875 -2.2385  0.120
H 0.8213 0.1017 -1.9010  0.102
H 1.2404 2.9666 -1.9591  0.083
H 2.3227 1.6737 -1.4492  0.065
H 1.8561 3.0239 -0.3503  0.087
N -0.1602 -1.6120 4.6505  0.161
C -1.2003 -0.7109 4.6861  -0.661
N -2.0321 -0.8776 5.7529  0.158
O -1.3689 0.0826 3.7776  0.012
H 0.3886 -1.5947 3.8054  0.014
H 0.0512 -2.0901 5.5072  0.099
H -2.8534 -0.3106 5.8466  0.104
H -1.9005 -1.6379 6.3955  0.094
N -3.9345 -1.2277 2.7473  0.156
C -4.8387 -0.6287 1.9034  -0.658
N -4.3156 0.5086 1.3559  0.194
O -5.9467 -1.0928 1.6722  0.015
H -3.0256 -0.8143 2.8814  0.033
H -4.3555 -1.9441 3.3077  0.099
H -3.4386 0.8212 1.7300  0.087
H -4.8789 1.0423 0.7185  0.051

SMILES ... COC[C@H](C)N.COC[C@H](C)N.COC[C@H](C)N.COC[C@H](C)N.COCCNCCOC.COCCNCCOC.COCCNCCOC.COCCNCCOC.NC(N)=O.NC(N)=O
Maximum force ... 0.05048 hartree/bohr
Gap between HOMO and LUMO ... 8.775 eV
E_LUMO ... 0.292 eV